Record 1
# C9H7NO4S

A cluster of 2 separate species, C9H7NO4S in total (wB97M-V/def2-TZVPD, the Open Molecules 2025 dataset).

Structure (XYZ):
```
22
Properties=species:S:1:pos:R:3
C 0.93360 -2.21601 -0.24638
C 1.72452 -2.20649 -1.34219
C 0.64999 -1.23315 0.65511
C 1.95407 -0.88656 -1.81129
C 1.15597 0.00527 0.33763
C 1.58269 0.18898 -0.99569
C 0.75501 2.39118 1.05076
C 0.91414 3.10065 -0.00418
C 1.32771 1.08975 1.34054
N 1.83672 1.46352 -1.32509
O 0.86463 3.90663 -0.83098
O 1.64404 1.94581 -2.44790
O 3.87140 -3.89885 1.78544
O 4.55884 -1.67150 0.88056
S 3.63342 -2.46328 1.67200
H 0.51702 -3.23189 0.10156
H 1.98335 -2.99236 -2.00080
H -0.12208 -1.49021 1.37368
H 2.38902 -0.68799 -2.80056
H 0.09549 2.77714 1.80557
H 0.77448 0.75967 2.15540
H 2.35761 1.03600 1.56418
```

Calculated values
Energy ... -29956.430 eV
Orbital gap (alpha / beta) ... 0.26589 / 0.26584 Ha

In the Mulliken picture, each atom carries the following charge in e: -0.36 -0.81 -1.17 -0.16 0.95 0.57 -1.11 1.09 -0.75 -0.01 -0.41 -0.39 -0.43 -0.38 0.79 0.24 0.48 0.39 0.41 0.30 0.46 0.27


Record 2
# C3H9BO2

The molecule C3H9BO2 (wB97M-V/def2-TZVPD, the Open Molecules 2025 dataset).

Structure (XYZ):
```
15
Properties=species:S:1:pos:R:3
C -2.11295 0.31576 0.11482
C -0.63467 0.22887 0.20972
C -0.11592 -0.75844 -0.76127
O 1.20101 -1.20504 -0.45564
B 2.22250 -0.53783 0.04402
O 1.98404 1.07459 0.56604
H -2.36920 1.20873 0.71378
H -2.50998 0.71181 -0.89777
H -2.58291 -0.67218 0.30854
H -0.21454 0.02199 1.29294
H -0.06154 1.14253 -0.13366
H -0.67628 -1.59452 -0.79411
H -0.01713 -0.36793 -1.72641
H 3.18982 -0.88096 0.32366
H 2.69777 1.31262 1.19534
```

Calculated values
Energy ... -8028.218 eV
Orbital gap ... 0.41181 Ha

In the Mulliken picture, each atom carries the following charge in e: -1.22 -0.09 -0.51 -0.53 0.70 -0.67 0.33 0.28 0.35 0.25 0.27 0.42 0.27 -0.11 0.26


Record 3
# C35H44AgAs2B2N6O10

A structure of composition C35H44AgAs2B2N6O10 (wB97M-V/def2-TZVPD, the Open Molecules 2025 dataset).

Structure (XYZ):
```
100
Properties=species:S:1:pos:R:3
Ag 0.43628 0.23118 0.23651
C 3.97828 0.04578 -0.90979
C 3.16238 -1.15602 -1.21449
C 3.56528 -2.23802 -1.99880
C 2.50448 -3.11972 -1.98629
C 2.48198 -4.41282 -2.72750
N 1.52548 -2.57212 -1.22069
N 1.93478 -1.37052 -0.75779
B 0.00728 -3.56642 0.99221
N 0.20738 -2.58692 2.15560
N 0.27498 -1.24362 2.13321
C 0.33568 -0.82622 3.39720
C 0.40318 0.60508 3.79130
C 0.31158 -1.92262 4.25961
C 0.22448 -3.02522 3.43251
C 0.14668 -4.45162 3.84700
N -1.01162 -2.35232 -1.35789
N -1.06912 -1.00982 -1.24169
C -2.22512 -0.60992 -1.76190
C -2.66732 0.80808 -1.86659
C -2.94502 -1.72112 -2.21030
C -2.15142 -2.81442 -1.93130
C -2.49882 -4.23252 -2.22800
H 4.84178 -0.23202 -0.30439
H 3.40278 0.79268 -0.37009
H 4.34938 0.48598 -1.83539
H 4.50078 -2.35872 -2.50989
H 3.32048 -4.42982 -3.42360
H 1.55558 -4.53962 -3.27940
H 2.58588 -5.25442 -2.04289
H -1.12012 -3.99072 1.03161
H 0.39748 1.23538 2.90840
H 1.30938 0.80128 4.36380
H -0.45132 0.87348 4.41311
H 0.36918 -1.90462 5.33111
H -0.02282 -4.51102 4.92111
H 1.07518 -4.96202 3.59941
H -0.65362 -4.96832 3.31880
H -2.11212 1.43158 -1.17160
H -3.73342 0.87948 -1.65120
H -2.49452 1.19438 -2.87060
H -3.90972 -1.72652 -2.67900
H -3.51022 -4.27602 -2.63050
H -2.44572 -4.84312 -1.32940
H -1.80712 -4.64982 -2.95630
C -1.02682 6.64108 -4.00909
O -0.84222 6.20358 -2.67760
C -0.76912 4.87008 -2.49670
O -0.89252 4.07698 -3.41620
C -0.45832 4.47658 -1.13579
C -0.73192 5.24908 -0.07179
As -0.05692 4.97948 1.75110
C -1.58892 5.67498 2.79370
C -0.39142 3.08418 1.42140
C 0.68298 2.54148 0.66421
As 0.34908 2.65308 -1.27409
C 2.06108 3.36798 -1.94299
C 2.00698 2.73988 1.17931
O 3.06448 2.58498 0.58371
O 2.01128 3.07978 2.51330
C 3.28938 3.14028 3.10400
C -1.71122 2.58978 1.37131
O -2.75332 3.23478 1.51011
O -1.74952 1.21918 1.22550
C -2.99152 0.58968 1.45561
C -1.38502 6.56298 -0.13959
O -0.78332 7.56168 0.19181
O -2.68042 6.65508 -0.47009
C -3.43132 5.47918 -0.71069
H -1.05672 7.72718 -3.96850
H -1.95902 6.24528 -4.42029
H -0.19562 6.30068 -4.63240
H -1.58822 6.76168 2.71511
H -1.42932 5.40218 3.83801
H -2.54312 5.27798 2.46381
H 2.43818 4.14218 -1.27789
H 1.88448 3.78818 -2.93490
H 2.79668 2.57138 -2.01919
H 3.13738 3.50238 4.11851
H 3.93578 3.82188 2.54550
H 3.74778 2.14688 3.11180
H -2.96172 -0.36022 0.92631
H -3.81242 1.21688 1.09531
H -3.11202 0.41098 2.52881
H -4.47702 5.75688 -0.57999
H -3.17812 4.68548 -0.00379
H -3.27812 5.11548 -1.73039
O 1.00728 -4.60702 1.18021
B 0.16728 -3.18312 -0.84569
O 0.02718 -4.49932 -1.43549
C 0.40038 -5.65732 -0.87489
C 0.27818 -6.83672 -1.60289
C 0.70608 -8.04572 -1.07939
C 1.27638 -8.09032 0.17881
C 1.38438 -6.92922 0.92731
C 0.93268 -5.71252 0.43171
H -0.15032 -6.78952 -2.59239
H 0.59368 -8.94812 -1.66269
H 1.62688 -9.02592 0.59011
H 1.80038 -6.94962 1.92390
```

Calculated values
Energy ... -193455.810 eV
Net charge ... -1
Orbital gap (alpha / beta) ... 0.08892 / 0.10072 Ha

Mulliken atomic charge list, values in e, 99 entries: 1.56 -1.24 0.68 -1.83 1.28 -1.32 1.01 -0.33 1.04 -0.33 0.52 0.40 -0.75 -2.08 0.97 -1.31 0.99 -0.21 0.22 -0.71 -1.96 1.16 -1.11 0.28 -0.01 0.32 0.46 0.42 0.18 0.17 -0.19 -0.12 0.34 0.30 0.46 0.39 0.08 0.28 -0.40 0.29 0.29 0.45 0.43 0.18 0.12 -0.82 -0.20 -0.94 -0.56 0.49 0.46 0.43 -1.23 0.07 -0.37 1.04 -1.29 0.67 -0.61 -0.13 -0.88 0.34 -0.73 0.28 -1.06 0.22 -0.63 -0.35 -0.18 0.26 0.32 0.28 0.42 0.43 0.33 0.43 0.46 0.30 0.24 0.35 0.30 0.18 0.32 0.28 0.36 0.03 0.17 -0.78 -0.73 0.09 -0.27 -0.26 -0.73 -0.49 -0.68 0.52 0.35 0.37 0.37


Record 4
# C22H22N2O11

A cluster of 2 separate species, C22H22N2O11 in total (wB97M-V/def2-TZVPD, the Open Molecules 2025 dataset).

Structure (XYZ):
```
57
Properties=species:S:1:pos:R:3
O -1.46262 7.58457 0.49785
O 0.03659 1.76581 -0.57921
O 0.19672 6.32220 -3.27677
O -1.59427 2.93878 -1.37756
O 0.69448 -6.69736 0.69328
O 4.66126 -6.86486 3.42746
O 4.07558 -2.18459 4.38574
O 5.37680 -4.52058 4.85844
O -1.91771 0.22229 -1.51718
O -2.70746 -4.39166 -2.31104
O 0.77275 -3.00756 0.71895
C -2.02662 6.50254 0.41406
C -0.42596 2.86989 -0.94310
C -0.58898 5.66729 -2.59392
C 0.45959 -5.36132 0.43731
C 1.14865 -4.28649 1.03300
C -0.61794 -5.05969 -0.50903
C 2.97738 -5.60659 2.27308
C 2.66466 -3.26529 2.75840
C -2.29728 -2.07589 -1.89654
C 4.00873 -5.67346 3.21715
C 3.70141 -3.31349 3.69422
C 4.36966 -4.51900 3.93027
C -1.58242 -1.06782 -1.26162
C 2.26630 -4.40915 2.02708
C -0.55819 -1.39553 -0.38810
C -1.99346 -3.41676 -1.66793
C -0.24182 -2.72485 -0.14424
C -0.95838 -3.75038 -0.78049
N -1.69103 5.11768 -3.11859
N -1.55717 5.47325 -0.28113
C -3.32998 6.26971 1.13792
C -2.10040 5.23260 -4.51500
C 0.43194 4.14449 -0.82749
C -0.32486 5.46840 -1.08471
H 0.03943 -7.27231 0.25633
H 4.32369 -7.56669 2.84861
H 3.58402 -1.40251 4.07347
H 5.45350 -3.61256 5.20208
H -1.24769 0.87688 -1.16022
H -3.36488 -3.99129 -2.90348
H -1.15763 -5.86796 -0.99616
H 2.76200 -6.51545 1.72643
H 2.16420 -2.31269 2.60443
H -3.08744 -1.76787 -2.57037
H 0.00272 -0.60501 0.10140
H -2.17463 4.45304 -2.52049
H -2.09376 4.61413 -0.30670
H -3.64296 7.20033 1.60818
H -3.18016 5.50215 1.89429
H -4.08200 5.94551 0.42164
H -1.98887 6.26714 -4.84536
H -3.14113 4.92669 -4.62429
H -1.46610 4.59399 -5.13138
H 1.26983 4.07440 -1.52363
H 0.84436 4.18156 0.18255
H 0.31753 6.29132 -0.76790
```

Calculated values
Energy ... -48673.117 eV
Orbital gap ... 0.19210 Ha

In the Mulliken picture, each atom carries the following charge in e: -0.69 -0.82 -0.71 -1.00 -0.55 -0.53 -0.60 -0.58 -0.45 -0.56 -0.48 0.78 0.84 0.02 0.88 0.29 -0.18 -0.78 -0.88 -0.64 0.43 1.32 0.25 -0.01 -0.33 -0.69 0.88 0.21 -0.10 0.05 0.03 -1.14 -0.94 -1.06 0.18 0.31 0.31 0.32 0.34 0.40 0.30 0.48 0.30 0.43 0.35 0.62 0.25 0.16 0.32 0.28 0.31 0.30 0.35 0.30 0.40 0.34 0.40


> Among the records above, which one has the lowest energy?

C35H44AgAs2B2N6O10


> What is the formula in the first record?

C9H7NO4S


> Which of these has the lowest energy?

C35H44AgAs2B2N6O10